1.
Entry from the Open Molecules 2025 dataset: a single C5H9N molecule (the ωB97M-V functional and the def2-TZVPD basis).

Properties
Max |F|, eV/Å: 0.99
E, eV: -6819.5325
Gap between HOMO and LUMO, Eh: 0.37107
SMILES: C=NC(=C)CC
M, g/mol: 83.1

Each line ends with the Löwdin charge.
Cartesian coordinates (Å):
C  0.50977  2.22121  -0.35072  -0.043
N  0.81019  0.99848  -0.38486  0.038
C  0.02610  0.09514  0.37927  -0.420
C  0.13510  -0.02529  1.69634  0.041
C  -0.92841  -0.74660  -0.43578  -0.200
C  -0.36257  -2.15003  -0.77503  -0.087
H  1.11085  2.92130  -0.92640  0.064
H  -0.27941  2.73438  0.21097  0.085
H  -0.45209  -0.78773  2.18907  0.061
H  0.66196  0.67156  2.33415  0.057
H  -1.82590  -0.83992  0.16590  0.101
H  -1.17086  -0.21060  -1.34916  0.102
H  -1.14823  -2.89302  -0.63812  0.065
H  -0.00205  -2.21696  -1.79932  0.065
H  0.46217  -2.37885  -0.10568  0.069



2.
Entry from the Open Molecules 2025 dataset: a gas-phase ion, C3H10N2P (charge +1) in a non-equilibrium geometry (the ωB97M-V functional and the def2-TZVPD basis).

Properties
Max |F|, eV/Å: 3.95
E, eV: -15533.1759
Charge: +1
Gap between HOMO and LUMO, Eh: 0.34581
SMILES: [H]/N=P/[C@@H](C)[NH2+]C
M, g/mol: 105.1

Each line ends with the Löwdin charge.
Cartesian coordinates (Å):
H  2.87253  2.06606  0.71892  -0.013
N  2.04511  1.55699  0.42710  -0.285
P  2.49369  0.15865  -0.25692  0.984
C  0.74695  -0.58251  -0.41358  -0.432
C  0.49682  -2.03654  0.19404  -0.096
N  -0.31342  0.59545  0.39310  -0.015
C  -1.35777  1.06908  -0.54389  -0.075
H  0.31338  -0.44739  -1.44343  0.094
H  1.00502  -1.85671  1.18595  0.083
H  1.17315  -2.57886  -0.47785  0.069
H  -0.66298  -2.36527  0.03124  0.147
H  0.23205  1.45886  0.48797  0.065
H  -0.69901  0.19965  1.20924  0.130
H  -2.28528  0.30403  -0.77648  0.162
H  -1.77228  2.02357  -0.25735  0.084
H  -0.87327  1.33910  -1.50818  0.097